# C7H15Br4ClFP

3 unconnected molecules or ions with the total composition C7H15Br4ClFP (ωB97M-V/def2-TZVPD, the OMol25 dataset).

Geometry as XYZ:
```
29
Properties=species:S:1:pos:R:3:forces:R:3
Br 0.3714 2.2198 1.4123 0.09 0.85 0.10
Br 1.8354 3.2388 4.6460 0.04 -0.12 -0.10
Br -0.0983 -1.9301 -2.6463 0.04 -0.06 -0.41
Br -0.0756 0.2261 -5.6445 -0.09 -0.10 0.04
Cl -3.5986 -3.1927 1.7135 1.22 0.52 -1.05
P -2.6111 -2.1876 0.0701 -1.32 0.63 -0.26
F -2.0163 0.5051 0.4418 0.60 -2.66 0.80
C 2.7159 2.7473 2.9755 0.16 0.18 0.21
C 0.0567 -0.9230 0.6029 0.85 0.62 0.60
C -1.5519 -0.8361 0.9049 2.17 0.08 0.91
C -0.9515 -0.2015 -2.9485 -0.22 -0.04 0.17
C 0.7360 -2.3928 0.9557 -0.15 0.26 -0.33
C -1.5000 -0.1011 -4.3525 0.00 0.21 -0.15
C 1.9626 3.2860 1.7821 -0.06 -0.08 -0.23
H -0.2076 0.5658 -2.7157 -0.19 -0.18 -0.15
H 1.6315 4.3206 1.9077 0.14 -0.27 0.08
H -1.6825 -0.9056 2.0768 -0.04 0.38 -2.43
H -2.0264 -1.0022 -4.6790 0.17 0.19 0.18
H 2.5712 3.2112 0.8768 -0.05 0.00 0.19
H 0.3443 -0.5844 -0.4983 -0.93 -0.81 2.49
H 1.5981 -2.2034 1.7574 -2.00 -0.72 -1.79
H -0.0718 -3.1699 1.3409 1.78 1.69 -0.56
H 3.7115 3.1957 3.0379 -0.19 -0.06 -0.07
H -1.7883 -3.1820 -0.6159 0.02 0.52 1.46
H 0.5706 -0.1129 1.3136 -1.32 -2.20 -1.68
H 1.1928 -2.8544 -0.0320 -0.85 0.97 2.12
H -2.1693 0.7587 -4.4438 0.12 -0.15 0.11
H -1.7603 -0.1529 -2.2139 0.09 0.04 -0.15
H 2.8115 1.6577 2.9746 -0.09 0.29 -0.09
```
Positions in Å, forces in eV/Å.

Values from the calculation:
Charge: 0
SMILES: CC[C@@H](F)PCl.BrCCBr.BrCCBr
Multiplicity: 1
DFT total energy (eV): -312199.2135

***

# C31H32Cl2N4OS3SiTa

A molecular structure, C31H32Cl2N4OS3SiTa (ωB97M-V/def2-TZVPD, the OMol25 dataset).

Geometry as XYZ:
```
75
Properties=species:S:1:pos:R:3:forces:R:3
Ta -0.2136 -0.3739 0.2529 -0.94 0.35 -0.07
Cl -1.2905 -2.6291 5.1646 0.00 0.00 0.01
Cl 2.1226 -1.1329 1.2538 0.19 -0.08 0.13
S -1.4945 3.6427 1.7253 0.03 -0.01 0.00
S -0.8728 -1.3561 2.3327 0.01 0.00 -0.01
S 0.6149 1.8108 0.8579 0.21 0.05 0.11
Si -1.1861 -3.4653 -1.1280 0.00 -0.06 -0.01
O -1.9854 0.1009 -0.0154 0.36 -0.20 0.02
N 1.3030 -0.4113 -1.3975 0.18 -0.03 -0.12
N -1.3178 2.8091 -0.7919 0.15 -0.14 -0.13
N -0.2069 -1.9744 -1.0091 0.03 -0.10 -0.03
N -0.6977 2.0670 -1.7955 -0.13 0.17 0.07
C 2.9606 -0.4467 -3.0679 0.00 0.02 0.00
C 0.3079 -2.4492 4.5445 -0.01 0.00 -0.02
C 2.7669 1.5692 -1.5995 -0.01 -0.01 -0.02
C 2.3322 0.2054 -2.0205 -0.03 -0.04 0.00
C -5.4500 0.5742 -1.0014 0.00 -0.01 0.03
C 2.5500 -1.7194 -3.4459 -0.01 -0.03 -0.01
C -5.2482 1.8275 3.3523 -0.02 0.01 0.01
C -4.0065 1.3864 -2.7471 0.01 0.00 -0.01
C -0.2444 -4.8050 -0.2411 0.00 0.03 0.01
C -0.9981 0.6025 -3.6725 0.03 -0.04 0.00
C 1.3793 -2.8633 5.3195 -0.03 0.00 0.01
C 2.9116 -2.1935 3.5954 0.00 -0.02 0.04
C -1.4645 -3.8727 -2.9324 -0.04 -0.01 0.00
C -5.2748 4.4303 2.4062 -0.02 0.01 -0.02
C 1.4950 -2.3430 -2.8079 0.01 -0.02 -0.05
C -6.3065 3.9759 3.2180 0.01 0.02 -0.01
C 1.8214 -1.7926 2.8538 -0.01 0.04 -0.13
C -6.2976 2.6731 3.6901 0.00 -0.01 0.00
C 0.8708 -1.6360 -1.7897 0.07 0.05 0.01
C -2.8865 1.0571 -1.9941 0.00 -0.04 0.03
C -2.8329 -3.1208 -0.3367 0.00 -0.03 -0.02
C -3.1533 4.0759 1.1126 -0.02 -0.03 -0.03
C -4.2293 3.5870 2.0512 0.00 -0.02 -0.01
C -4.3479 0.2118 -0.2412 -0.04 0.03 -0.06
C -3.0864 0.4596 -0.7493 0.00 0.02 0.07
C -0.8142 2.7670 0.3696 -0.18 0.08 0.00
C 2.6751 -2.7344 4.8489 0.04 -0.01 0.01
C -4.2219 2.2829 2.5408 0.00 0.02 0.01
C -5.2809 1.1573 -2.2493 -0.02 0.01 -0.01
C 0.5034 -1.8919 3.2753 0.09 -0.05 0.07
C -1.4928 1.3056 -2.4491 -0.02 -0.02 0.03
H 1.1618 -3.3303 -3.0865 0.00 0.02 0.01
H 0.7431 -4.9593 -0.6835 -0.02 0.00 0.01
H -5.2259 0.8143 3.7351 0.00 0.01 -0.01
H -7.0969 2.3206 4.3288 0.01 0.00 0.00
H -6.1455 1.4387 -2.8351 0.01 0.00 0.00
H 3.7774 0.0443 -3.5762 -0.01 -0.01 0.00
H -0.1053 -4.5451 0.8118 -0.01 0.00 -0.01
H -3.2134 5.1536 0.9746 0.03 0.01 0.04
H -0.8687 -0.4662 -3.4770 -0.04 0.01 -0.01
H 3.5794 1.9056 -2.2394 0.00 0.00 0.01
H -3.4267 -2.4317 -0.9416 0.01 0.01 0.01
H -1.5974 -2.9716 -3.5372 0.01 -0.02 0.02
H -7.1128 4.6458 3.4867 0.00 0.00 0.00
H -3.3842 -4.0641 -0.2780 0.00 0.03 -0.01
H -2.3890 -4.4513 -3.0146 0.03 0.01 0.01
H -0.7797 -5.7566 -0.2814 0.01 0.02 -0.01
H -5.2849 5.4518 2.0436 0.00 -0.01 0.00
H -2.7592 -2.7254 0.6763 0.01 -0.01 0.00
H -3.8797 1.8518 -3.7168 0.01 0.00 0.01
H 3.5050 -3.0574 5.4616 0.00 0.00 -0.01
H -4.4579 -0.2531 0.7286 0.01 0.00 0.01
H -3.2376 3.6151 0.1275 -0.01 -0.01 0.02
H 3.0636 -2.2286 -4.2516 -0.01 0.00 0.00
H -1.7372 0.6831 -4.4713 0.02 0.03 -0.01
H -6.4451 0.3991 -0.6145 0.02 0.00 0.00
H 1.9294 2.2622 -1.6745 0.01 0.01 0.01
H -0.0524 1.0261 -4.0054 0.00 -0.01 0.02
H 3.9137 -2.0847 3.2052 -0.01 0.00 0.00
H 1.1857 -3.2852 6.2955 0.00 0.00 -0.01
H -0.6732 -4.4746 -3.3810 -0.01 0.02 0.02
H 3.1103 1.5782 -0.5655 -0.01 -0.01 0.01
H -3.3884 1.6312 2.3055 0.00 -0.02 -0.02
```
Positions in Å, forces in eV/Å.

Values from the calculation:
Charge: +1
Multiplicity: 1
Energy relative to the best compared isomer or geometry (same formula, charge and spin) (kcal/mol): 31.4

***

# C6H6

A molecular structure, C6H6 (ωB97M-V/def2-TZVPD, the OMol25 dataset).

Geometry as XYZ:
```
12
Properties=species:S:1:pos:R:3:forces:R:3
C -0.3537 0.1827 0.1128 -0.77 -0.46 0.07
C -1.3969 -0.5555 -0.6887 -0.98 -0.59 -1.21
C 1.1054 0.2789 -0.0730 -0.50 -0.32 0.59
C -3.2789 -0.2588 -0.4146 1.23 1.58 1.56
C -2.4091 0.4207 0.2727 -0.75 -0.53 0.07
C -1.1544 0.9214 0.8903 -1.05 -2.17 -2.73
H -1.5440 -0.2255 -1.7351 0.81 -0.32 0.42
H -0.8321 1.7690 1.3555 -0.05 2.08 1.90
H -1.6152 -1.6340 -0.6039 0.89 0.43 0.08
H 1.5624 -0.6249 -0.3974 0.25 -0.81 -0.52
H 1.2761 1.0566 -0.7814 0.57 0.63 -0.52
H 1.5402 0.4954 0.8879 0.35 0.47 0.27
```
Positions in Å, forces in eV/Å.

Values from the calculation:
Charge: 0
Multiplicity: 1
Energy relative to the best compared isomer or geometry (same formula, charge and spin) (kcal/mol): 134.8

***

# C4H10O

A single C4H10O molecule (ωB97M-V/def2-TZVPD, the OMol25 dataset).

Geometry as XYZ:
```
15
Properties=species:S:1:pos:R:3:forces:R:3
O 1.2874 -0.2717 -0.8674 0.08 -0.22 -0.16
C -0.2397 1.5227 -1.2226 -0.01 0.03 0.00
C -0.4218 -1.4420 1.2979 0.01 -0.06 -0.01
C -0.0785 0.1064 -0.6908 -0.32 0.13 0.05
C -0.4474 -0.0037 0.7888 -0.01 0.06 0.02
H 0.4182 2.2033 -0.6710 -0.09 -0.09 -0.06
H -1.2638 -2.0206 0.8983 0.14 0.08 0.03
H 0.2711 0.6075 1.3500 -0.08 -0.07 -0.08
H 1.3207 -1.1331 -1.2938 0.05 0.10 0.09
H -1.4396 0.4386 0.9495 0.15 -0.06 -0.04
H -0.4770 -1.4854 2.3903 -0.01 0.01 -0.16
H 0.5079 -1.9339 0.9920 -0.12 0.05 0.10
H -0.7287 -0.5698 -1.2693 0.11 0.08 0.08
H -1.2729 1.8706 -1.1147 0.15 -0.06 0.00
H 0.0379 1.5656 -2.2802 -0.05 0.00 0.15
```
Positions in Å, forces in eV/Å.

Values from the calculation:
Charge: 0
SMILES: CC[C@@H](C)O
Multiplicity: 1
Energy relative to the best compared isomer or geometry (same formula, charge and spin) (kcal/mol): 3.9

***

Number 1: M 504.24 u. Number 2: M 852.77 u. Number 3: M 78.11 u. Number 4: M 74.12 u.